Molecular formula: C3H2FGaO3
Method: DFT, ωB97M-V with the def2-TZVPD basis set

Results
Max |F| (hartree/bohr): 0.0789
ΔE to the lowest compared entry with this formula, charge and spin (kcal/mol): 0.00
Lowest unoccupied orbital energy (alpha / beta) (eV): -4.57 / -8.48
Frontier orbital gap (alpha / beta) (eV): 9.76 / 5.77
HOMO energy (alpha / beta) (eV): -14.326 / -14.249
Total energy (eV): -64370.035

Geometry as ORCA input:
```
! RIJCOSX wB97M-V def2-TZVPD def2/J DEFGRID3
* xyz 1 2
O 0.53 0.33 1.45
C 0.67 -0.74 0.73
C 0.76 -0.68 -0.63
H 0.49 -1.72 1.18
H 0.75 -1.48 -1.36
F 1.32 0.52 -1.09
Ga 0.87 1.86 0.47
O -2.55 -0.18 0.04
O -1.13 1.56 -0.47
C -1.71 0.54 -0.31
*
```

Mulliken atomic charge list, values in e, 4 entries: -0.28, 0.11, -0.28, 0.35

Molecular formula: C10H15BNO
Method: DFT, ωB97M-V with the def2-TZVPD basis set

Results
Max |F| (hartree/bohr): 0.1124
ΔE to the lowest compared entry with this formula, charge and spin (kcal/mol): 86.71
Lowest unoccupied orbital energy (eV): -4.84
Frontier orbital gap (eV): 5.82
HOMO energy (eV): -10.659
Total energy (eV): -14816.262

Geometry as ORCA input:
```
! RIJCOSX wB97M-V def2-TZVPD def2/J DEFGRID3
* xyz 1 1
B -1.41 -1.59 -0.54
C 2.60 2.03 0.02
C 1.30 1.98 -0.57
C 3.24 0.88 0.41
C 0.67 0.72 -0.56
C 2.64 -0.35 0.34
C 1.29 -0.45 -0.05
C -0.70 0.49 -1.16
C -1.58 -0.17 -0.01
C 3.21 -1.71 0.65
C -3.97 -0.32 0.72
N -2.98 0.46 -0.05
O 0.76 -1.62 -0.15
H -1.97 -2.57 -0.64
H 3.25 2.91 0.09
H 0.82 2.83 -0.82
H 4.26 0.94 0.72
H -1.10 1.43 -1.58
H -0.55 -0.16 -1.98
H -1.11 0.07 0.95
H 3.36 -2.26 -0.25
H 4.12 -1.66 1.29
H 2.40 -2.18 1.22
H -3.84 -1.44 0.53
H -3.58 -0.31 1.80
H -5.04 0.01 0.47
H -2.73 1.45 0.27
H -3.35 0.59 -1.11
*
```

Mulliken atomic charge list, values in e, 4 entries: 0.37, -0.54, -1.20, -0.60

Molecular formula: C4H10O
Method: DFT, ωB97M-V with the def2-TZVPD basis set

Results
Max |F| (hartree/bohr): 0.0455
ΔE to the lowest compared entry with this formula, charge and spin (kcal/mol): 35.87
Lowest unoccupied orbital energy (eV): 0.91
Frontier orbital gap (eV): 9.80
HOMO energy (eV): -8.892
Total energy (eV): -6356.247
SMILES: C=C(C)C.O

Geometry as ORCA input:
```
! RIJCOSX wB97M-V def2-TZVPD def2/J DEFGRID3
* xyz 0 1
C 0.13 -0.84 -1.23
C -0.25 -0.25 -0.07
C -0.06 -0.91 1.27
C -1.14 0.97 -0.07
O 1.71 0.89 0.01
H -0.25 -0.47 -2.17
H 1.44 0.27 -0.75
H 0.54 -1.85 -1.21
H 0.76 -1.62 1.27
H 0.10 -0.20 2.08
H -0.98 -1.45 1.48
H -2.17 0.61 0.03
H -0.96 1.64 0.78
H -1.09 1.55 -0.99
H 1.52 1.80 -0.24
*
```

Mulliken atomic charge list, values in e, 4 entries: -1.13, 1.10, -1.35, -1.41

Molecular formula: C22H19BrN2O5S
Method: DFT, ωB97M-V with the def2-TZVPD basis set

Results
Max |F| (hartree/bohr): 0.1040
ΔE to the lowest compared entry with this formula, charge and spin (kcal/mol): 55.58
Lowest unoccupied orbital energy (eV): -0.85
Frontier orbital gap (eV): 7.39
HOMO energy (eV): -8.240
Total energy (eV): -117214.696
SMILES: CCOc1cc(/C=c2/sc3nc4c(C)c(C)ccc4n3c2=O)cc(Br)c1OCC(=O)O

Geometry as ORCA input:
```
! RIJCOSX wB97M-V def2-TZVPD def2/J DEFGRID3
* xyz 0 1
O -0.96 -0.36 0.09
O 4.86 -0.35 -5.60
Br 3.97 3.75 -3.08
N -2.55 1.47 3.87
O 4.55 0.41 -7.73
O 3.23 1.07 -4.39
O 0.64 -0.39 -4.07
S -2.40 2.92 1.47
C -1.46 0.51 0.71
C 4.10 0.23 -6.40
C -2.20 1.59 2.59
C -1.40 1.98 0.33
C -0.53 2.75 -0.47
C 1.54 2.96 -1.79
C -0.04 1.22 -2.49
C -1.48 -1.84 3.03
C -1.55 -2.61 4.22
C 2.43 2.65 -2.79
C -2.42 0.08 4.17
C 0.96 0.73 -3.32
C 2.18 1.39 -3.48
C 0.32 2.32 -1.62
C -1.78 -0.52 3.04
C -2.15 -2.01 5.40
C -2.62 -0.65 5.30
N -1.83 0.41 2.02
C 2.86 0.95 -5.75
C -2.13 -2.81 6.56
C -3.25 0.01 6.49
C 0.76 -2.04 -2.29
C 1.25 -1.67 -3.72
H 5.39 -0.10 -7.61
H -0.49 3.83 -0.37
H 1.78 3.81 -1.13
H -0.92 0.66 -2.31
H -1.06 -2.23 2.13
H -1.08 -3.55 4.14
H 2.68 1.86 -6.28
H 1.92 0.42 -5.99
H -1.19 -3.50 6.57
H -2.14 -2.27 7.50
H -2.90 -3.54 6.61
H -2.46 0.73 6.81
H -3.39 -0.64 7.35
H -4.09 0.62 6.18
H 0.70 -3.11 -2.15
H -0.30 -1.78 -2.15
H 1.27 -1.56 -1.46
H 2.30 -1.53 -3.55
H 1.09 -2.28 -4.61
*
```

Mulliken atomic charge list, values in e, 4 entries: -0.51, -0.54, -0.14, -0.70

Molecular formula: C6H12O
Method: DFT, ωB97M-V with the def2-TZVPD basis set

Results
Max |F| (hartree/bohr): 0.0333
ΔE to the lowest compared entry with this formula, charge and spin (kcal/mol): 84.45
Lowest unoccupied orbital energy (eV): 1.11
Frontier orbital gap (eV): 9.38
HOMO energy (eV): -8.270
Total energy (eV): -8460.692
SMILES: CCCOC1CC1

Geometry as ORCA input:
```
! RIJCOSX wB97M-V def2-TZVPD def2/J DEFGRID3
* xyz 0 1
C 2.80 -0.35 0.44
C 1.84 -0.40 -0.74
C 0.48 0.15 -0.44
C -1.98 1.13 0.30
C -2.76 -0.07 -0.11
C -1.50 -0.50 0.55
O -0.19 -0.82 0.31
H 2.99 0.69 0.75
H 2.40 -0.89 1.30
H 3.76 -0.80 0.16
H 2.24 0.17 -1.59
H 1.68 -1.43 -1.07
H 0.51 1.11 0.11
H -2.08 1.75 1.17
H -1.76 1.76 -0.59
H -3.07 -0.19 -1.13
H -3.49 -0.34 0.64
H -1.76 -1.27 1.30
H -0.11 0.31 -1.35
*
```

Mulliken atomic charge list, values in e, 4 entries: -1.12, -0.49, -0.45, -0.76

Molecular formula: C15H28N4O4
Method: DFT, ωB97M-V with the def2-TZVPD basis set

Results
Max |F| (hartree/bohr): 0.1967
ΔE to the lowest compared entry with this formula, charge and spin (kcal/mol): 339.89
Lowest unoccupied orbital energy (eV): 0.51
Frontier orbital gap (eV): 9.78
HOMO energy (eV): -9.270
Total energy (eV): -30147.469
SMILES: CCN(CCCCCOC)C(=O)OO.CC#N.CC#N.CC#N

Geometry as ORCA input:
```
! RIJCOSX wB97M-V def2-TZVPD def2/J DEFGRID3
* xyz 0 1
C 4.99 -2.13 -0.14
C 4.21 -0.89 0.59
N 2.82 -0.61 -0.02
C 2.21 0.41 0.92
C 0.90 1.20 0.34
C -0.44 0.96 1.31
C -0.93 -0.61 1.20
C -2.02 -0.81 -0.04
O -1.98 -2.21 -0.58
C -1.06 -2.19 -1.76
C 3.11 -0.06 -1.39
O 2.72 -0.77 -2.48
O 3.74 1.25 -1.68
O 2.81 1.89 -2.38
H 5.69 -2.62 0.68
H 4.26 -2.95 -0.55
H 5.69 -1.74 -1.01
H 4.07 -1.02 1.76
H 4.86 0.08 0.42
H 3.04 1.16 1.32
H 1.84 -0.20 1.88
H 1.17 2.36 0.39
H 0.56 0.89 -0.74
H -0.29 1.35 2.41
H -1.29 1.64 0.83
H -1.32 -0.99 2.23
H 0.00 -1.29 0.91
H -3.11 -0.67 0.36
H -1.82 -0.10 -0.96
H -0.10 -1.59 -1.44
H -1.61 -1.57 -2.59
H -0.79 -3.28 -2.09
H 2.53 2.63 -1.77
C -3.76 -2.96 -5.18
C -4.19 -2.04 -4.04
N -4.54 -1.28 -3.10
H -3.59 -3.97 -4.80
H -4.55 -2.99 -5.94
H -2.84 -2.58 -5.63
C 0.36 5.89 2.06
C 1.21 5.31 0.94
N 1.91 4.84 0.02
H 0.49 5.30 2.97
H 0.65 6.92 2.27
H -0.70 5.87 1.78
C -4.13 -1.48 3.95
C -4.19 -0.02 3.51
N -4.24 1.18 3.14
H -3.17 -1.68 4.44
H -4.94 -1.69 4.65
H -4.23 -2.13 3.08
*
```

Mulliken atomic charge list, values in e, 4 entries: -0.95, -0.43, 0.23, -0.83

Number 3 is which compound? C4H10O

Among the records above, which one has the lowest total energy? C22H19BrN2O5S

Please write out number 5 again, unchanged.
Molecular formula: C6H12O
Method: DFT, ωB97M-V with the def2-TZVPD basis set

Results
Max |F| (hartree/bohr): 0.0333
ΔE to the lowest compared entry with this formula, charge and spin (kcal/mol): 84.45
Lowest unoccupied orbital energy (eV): 1.11
Frontier orbital gap (eV): 9.38
HOMO energy (eV): -8.270
Total energy (eV): -8460.692
SMILES: CCCOC1CC1

Geometry as ORCA input:
```
! RIJCOSX wB97M-V def2-TZVPD def2/J DEFGRID3
* xyz 0 1
C 2.80 -0.35 0.44
C 1.84 -0.40 -0.74
C 0.48 0.15 -0.44
C -1.98 1.13 0.30
C -2.76 -0.07 -0.11
C -1.50 -0.50 0.55
O -0.19 -0.82 0.31
H 2.99 0.69 0.75
H 2.40 -0.89 1.30
H 3.76 -0.80 0.16
H 2.24 0.17 -1.59
H 1.68 -1.43 -1.07
H 0.51 1.11 0.11
H -2.08 1.75 1.17
H -1.76 1.76 -0.59
H -3.07 -0.19 -1.13
H -3.49 -0.34 0.64
H -1.76 -1.27 1.30
H -0.11 0.31 -1.35
*
```

Mulliken atomic charge list, values in e, 4 entries: -1.12, -0.49, -0.45, -0.76